# C44H58BrF21IN3O22P2

A structure of composition C44H58BrF21IN3O22P2 (ωB97M-V/def2-TZVPD, OMol25).

Multiplicity: 1
HOMO-LUMO gap: 0.3372 Ha

```
152
Properties=species:S:1:pos:R:3:lowdin_charge:R:1
C -1.393 -6.637 -2.616 -0.104
O -2.711 -6.183 -2.840 -0.175
C -3.008 -4.972 -2.186 -0.238
C -3.441 -5.175 -0.736 -0.157
C -3.935 -3.858 -0.130 -0.183
N -3.887 -3.814 1.332 0.040
C -2.916 -3.178 2.190 -0.177
C -3.270 -3.713 3.658 -0.421
C -3.817 -5.168 3.703 -0.169
C -3.209 -6.362 2.947 -0.089
C -2.344 -7.243 3.832 -0.567
N -1.062 -7.489 3.381 0.162
O -2.741 -7.656 4.891 0.052
O -2.220 -3.389 4.553 -0.286
C -1.480 -4.360 5.239 -0.901
I 0.495 -3.516 5.444 0.899
P -2.293 -4.997 6.860 0.524
O -3.329 -3.744 7.079 -0.401
Br -0.820 -4.567 8.455 0.241
P -4.761 -2.775 4.405 0.820
N -4.483 -1.390 5.028 -0.222
C -1.414 -3.526 1.867 -0.334
F -0.663 -2.620 2.527 0.078
F -1.117 -4.735 2.394 0.097
C -0.903 -3.549 0.370 -0.280
F -0.553 -4.813 0.048 0.079
F 0.200 -2.790 0.275 0.115
C -3.046 -1.587 1.994 -0.302
F -2.554 -1.377 0.729 0.099
F -4.352 -1.292 1.913 0.111
C -2.383 -0.442 2.900 -0.356
F -3.356 0.405 3.245 0.137
F -1.814 -0.914 4.003 0.138
C -1.334 0.454 2.151 -0.334
F -0.411 -0.257 1.486 0.149
F -1.995 1.209 1.262 0.150
C -0.554 1.417 3.119 -0.328
F -0.236 2.517 2.400 0.146
F -1.329 1.813 4.119 0.187
C 0.797 0.854 3.706 -0.341
F 0.947 1.407 4.913 0.175
F 0.743 -0.472 3.861 0.114
C 2.077 1.217 2.881 -0.350
F 1.856 1.122 1.567 0.170
F 2.423 2.482 3.174 0.149
C 3.289 0.309 3.235 -0.344
F 3.112 -0.897 2.684 0.171
F 3.365 0.176 4.567 0.174
C 4.662 0.887 2.728 -0.503
F 5.249 1.598 3.697 0.179
F 4.499 1.677 1.653 0.166
F 5.470 -0.126 2.382 0.165
H -0.660 -5.911 -2.992 0.093
H -1.279 -7.575 -3.158 0.091
H -1.190 -6.821 -1.553 0.077
H -2.122 -4.313 -2.208 0.117
H -3.792 -4.471 -2.763 0.135
H -4.244 -5.916 -0.717 0.127
H -2.593 -5.566 -0.167 0.082
H -4.991 -3.755 -0.399 0.136
H -3.465 -3.000 -0.623 0.107
H -4.812 -3.652 1.699 0.092
H -3.882 -5.452 4.761 0.078
H -4.867 -5.110 3.395 0.099
H -4.041 -7.014 2.653 0.136
H -2.716 -6.092 2.019 0.082
H -0.610 -8.213 3.928 0.115
H -0.964 -7.652 2.387 0.106
H -1.274 -5.252 4.644 0.006
H -4.189 -4.101 7.337 0.046
H -5.290 -3.776 5.236 0.018
H -5.672 -2.812 3.330 0.017
H -4.676 -1.327 6.018 -0.005
H -1.627 -3.188 -0.352 0.124
C 3.667 5.145 2.911 -0.028
C 3.917 6.605 2.639 -0.322
C 5.201 6.950 1.909 -0.093
O 5.475 8.270 2.387 0.061
C 4.919 8.389 3.620 -0.563
O 5.116 9.289 4.368 0.170
O 4.109 7.333 3.868 0.082
H 2.961 5.032 3.732 0.090
H 3.252 4.662 2.027 0.085
H 4.590 4.632 3.187 0.086
H 3.062 7.057 2.127 0.157
H 5.117 6.963 0.825 0.138
H 6.020 6.293 2.211 0.138
C -2.182 3.382 -0.993 -0.016
C -2.885 4.575 -1.585 -0.314
C -3.631 5.476 -0.619 -0.081
O -4.677 6.007 -1.449 0.060
C -4.927 5.099 -2.420 -0.566
O -5.860 5.134 -3.161 0.144
O -3.971 4.151 -2.438 0.091
H -2.018 2.627 -1.760 0.096
H -1.215 3.676 -0.584 0.092
H -2.775 2.935 -0.198 0.074
H -2.204 5.169 -2.201 0.158
H -3.039 6.288 -0.208 0.139
H -4.092 4.904 0.189 0.140
C 7.488 -0.256 0.168 -0.028
C 8.254 -0.668 -1.061 -0.314
C 9.566 -1.392 -0.834 -0.083
O 10.309 -1.037 -2.007 0.040
C 9.849 0.161 -2.447 -0.564
O 10.374 0.817 -3.288 0.166
O 8.712 0.490 -1.794 0.085
H 6.797 0.549 -0.076 0.085
H 6.918 -1.099 0.554 0.085
H 8.161 0.099 0.950 0.092
H 7.620 -1.247 -1.739 0.160
H 9.484 -2.474 -0.766 0.137
H 10.093 -1.004 0.041 0.140
C 12.621 -3.227 -3.075 -0.017
C 12.136 -4.643 -2.924 -0.318
C 11.236 -5.172 -4.023 -0.088
O 10.430 -6.129 -3.323 0.063
C 10.359 -5.740 -2.028 -0.570
O 9.615 -6.196 -1.220 0.161
O 11.250 -4.751 -1.786 0.071
H 12.909 -2.826 -2.104 0.093
H 13.483 -3.177 -3.740 0.091
H 11.831 -2.592 -3.472 0.077
H 12.966 -5.335 -2.755 0.157
H 11.759 -5.658 -4.841 0.138
H 10.581 -4.388 -4.412 0.138
C -7.468 3.558 -5.049 -0.032
C -8.078 2.536 -5.971 -0.316
C -9.578 2.612 -6.180 -0.094
O -9.917 1.250 -6.465 0.059
C -8.993 0.460 -5.863 -0.569
O -9.085 -0.720 -5.746 0.160
O -7.960 1.206 -5.416 0.082
H -6.508 3.209 -4.676 0.080
H -7.308 4.498 -5.576 0.089
H -8.112 3.747 -4.189 0.088
H -7.566 2.526 -6.938 0.158
H -9.888 3.248 -7.004 0.137
H -10.092 2.911 -5.263 0.136
C -3.965 9.619 -3.850 -0.015
C -4.252 9.015 -5.201 -0.320
C -4.882 7.637 -5.200 -0.090
O -4.419 7.094 -6.442 0.065
C -3.240 7.692 -6.741 -0.564
O -2.498 7.340 -7.599 0.166
O -3.029 8.746 -5.916 0.081
H -3.204 10.392 -3.941 0.090
H -4.869 10.068 -3.440 0.091
H -3.604 8.863 -3.151 0.081
H -4.843 9.701 -5.815 0.158
H -5.968 7.635 -5.174 0.142
H -4.499 7.019 -4.387 0.117
```

# CH3I2P

A structure of composition CH3I2P (ωB97M-V/def2-TZVPD, OMol25).

Multiplicity: 1
HOMO-LUMO gap (alpha / beta): 0.2911 / 0.2911 Ha
Energy above the lowest of the compared OMol25 structures with the same formula, charge and spin: 5.583 eV

```
7
Properties=species:S:1:pos:R:3:lowdin_charge:R:1
C -0.539 0.303 -0.104 -1.748
P 0.830 -0.675 0.639 0.589
I -2.134 -0.885 -0.619 0.684
I -0.198 1.920 -1.547 0.589
H -0.920 0.997 1.594 0.172
H 1.763 0.117 0.256 -0.193
H 1.197 -1.777 -0.219 -0.093
```

# C53H135N9O18

A cluster of 10 separate species, C53H135N9O18 in total (ωB97M-V/def2-TZVPD, OMol25).

Multiplicity: 1
HOMO-LUMO gap: 0.3311 Ha
SMILES string: COC[C@H](C)N.COCCNCCOC.COCCNCCOC.COCCNCCOC.COCCNCCOC.COCCNCCOC.COCCNCCOC.COCCNCCOC.COCCNCCOC.CO
Energy above the lowest of the compared OMol25 structures with the same formula, charge and spin: 0.000 eV

```
215
Properties=species:S:1:pos:R:3:lowdin_charge:R:1
C 4.127 -2.395 6.803 -0.097
O 3.356 -2.209 5.626 -0.209
C 3.428 -0.890 5.108 -0.228
C 4.587 -0.676 4.155 -0.212
N 4.517 -1.246 2.811 -0.022
C 4.458 -2.719 2.807 -0.189
C 4.407 -3.176 1.342 -0.184
O 3.076 -2.899 0.896 -0.263
C 2.796 -3.407 -0.402 -0.090
H 4.539 -3.403 6.851 0.087
H 3.461 -2.287 7.665 0.084
H 4.951 -1.686 6.895 0.086
H 3.421 -0.058 5.824 0.111
H 2.471 -0.742 4.596 0.116
H 5.524 -0.986 4.630 0.125
H 4.673 0.402 3.980 0.071
H 3.563 -1.020 2.518 0.057
H 3.577 -3.115 3.321 0.099
H 5.311 -3.180 3.312 0.123
H 4.507 -4.267 1.295 0.120
H 5.147 -2.663 0.725 0.125
H 1.745 -3.251 -0.634 0.073
H 3.037 -4.471 -0.451 0.091
H 3.402 -2.889 -1.151 0.085
C -1.496 -4.715 -4.952 -0.130
O -2.382 -4.131 -4.039 -0.181
C -2.035 -2.807 -3.698 -0.243
C -3.010 -2.211 -2.705 -0.186
N -2.861 -0.737 -2.775 -0.049
C -3.725 -0.027 -1.828 -0.198
C -5.188 -0.471 -1.861 -0.215
O -5.423 -1.511 -0.924 -0.213
C -6.709 -2.066 -1.074 -0.117
H -0.447 -4.570 -4.660 0.084
H -1.571 -4.385 -5.992 0.086
H -1.609 -5.799 -4.927 0.085
H -2.141 -2.228 -4.623 0.118
H -1.017 -2.703 -3.298 0.121
H -2.798 -2.475 -1.663 0.117
H -4.013 -2.535 -2.981 0.118
H -1.925 -0.606 -2.397 0.064
H -3.721 1.030 -2.115 0.115
H -3.245 -0.016 -0.844 0.095
H -5.465 -0.808 -2.866 0.124
H -5.859 0.362 -1.623 0.105
H -6.927 -2.857 -0.362 0.089
H -6.853 -2.517 -2.064 0.087
H -7.461 -1.270 -1.016 0.079
C 7.813 3.807 -10.076 -0.120
O 7.051 2.672 -9.734 -0.187
C 6.700 2.671 -8.369 -0.237
C 6.031 1.331 -8.109 -0.204
N 5.396 1.305 -6.786 -0.053
C 6.335 1.194 -5.688 -0.223
C 5.544 1.162 -4.379 -0.205
O 6.385 1.097 -3.237 -0.173
C 5.650 1.054 -2.053 -0.137
H 8.855 3.638 -9.781 0.087
H 7.470 4.725 -9.591 0.084
H 7.806 3.966 -11.154 0.084
H 6.074 3.530 -8.116 0.130
H 7.591 2.633 -7.728 0.117
H 6.802 0.548 -8.153 0.119
H 5.329 1.081 -8.904 0.109
H 4.881 0.424 -6.725 0.071
H 7.037 2.034 -5.636 0.114
H 7.029 0.342 -5.756 0.120
H 5.019 0.196 -4.403 0.117
H 4.879 2.015 -4.231 0.129
H 6.349 0.976 -1.217 0.092
H 4.988 0.195 -1.885 0.080
H 5.033 1.929 -1.821 0.056
C -11.000 0.816 4.224 -0.112
O -10.005 0.941 3.234 -0.190
C -10.329 1.918 2.280 -0.241
C -9.318 1.966 1.139 -0.203
N -7.966 2.105 1.679 -0.054
C -6.944 1.924 0.681 -0.223
C -5.527 2.020 1.309 -0.207
O -5.362 1.136 2.395 -0.196
C -5.135 -0.196 1.970 -0.084
H -10.753 0.066 4.971 0.087
H -11.951 0.530 3.762 0.085
H -11.180 1.767 4.735 0.088
H -10.374 2.904 2.755 0.126
H -11.307 1.668 1.849 0.121
H -9.539 2.794 0.466 0.120
H -9.382 1.033 0.560 0.114
H -7.869 1.468 2.459 0.106
H -6.928 2.603 -0.175 0.123
H -7.087 0.920 0.248 0.087
H -5.476 3.053 1.659 0.120
H -4.730 1.953 0.561 0.110
H -4.828 -0.740 2.864 0.086
H -4.291 -0.226 1.276 0.076
H -6.007 -0.683 1.534 0.080
C 2.240 2.113 4.368 -0.100
O 2.935 2.782 3.341 -0.185
C 3.614 1.891 2.448 -0.203
C 3.957 2.626 1.162 -0.186
N 2.751 2.810 0.412 -0.081
C 2.872 3.674 -0.756 -0.181
C 1.526 3.812 -1.431 -0.217
O 0.591 4.316 -0.509 -0.207
C -0.611 4.741 -1.102 -0.106
H 1.524 1.425 3.902 0.080
H 1.822 2.849 5.047 0.095
H 2.932 1.460 4.915 0.052
H 2.963 1.025 2.287 0.084
H 4.477 1.518 3.010 0.094
H 4.634 1.977 0.596 0.106
H 4.565 3.512 1.392 0.127
H 1.997 3.173 0.986 0.102
H 3.602 3.219 -1.432 0.097
H 3.316 4.633 -0.452 0.125
H 1.259 2.802 -1.769 0.105
H 1.598 4.436 -2.329 0.131
H -1.165 3.972 -1.647 0.066
H -0.470 5.628 -1.724 0.097
H -1.266 5.032 -0.278 0.094
C 0.138 0.613 -4.510 -0.092
O 0.815 0.054 -5.625 -0.198
C -0.051 -0.489 -6.611 -0.224
C 0.697 -0.426 -7.931 -0.214
N 1.847 -1.318 -7.870 -0.049
C 2.897 -0.992 -8.837 -0.196
C 4.145 -1.794 -8.469 -0.206
O 4.489 -1.375 -7.142 -0.261
C 5.342 -2.325 -6.504 -0.076
H 0.826 0.690 -3.670 0.078
H -0.686 -0.079 -4.319 0.062
H -0.281 1.619 -4.625 0.090
H -0.992 0.068 -6.644 0.123
H -0.313 -1.516 -6.328 0.113
H 0.926 0.628 -8.128 0.120
H 0.036 -0.731 -8.747 0.117
H 2.284 -1.234 -6.959 0.094
H 3.183 0.062 -8.774 0.110
H 2.637 -1.324 -9.843 0.122
H 4.975 -1.547 -9.139 0.121
H 3.986 -2.874 -8.511 0.121
H 5.628 -1.907 -5.539 0.080
H 6.244 -2.407 -7.117 0.094
H 4.832 -3.280 -6.372 0.092
C -0.516 3.895 2.631 -0.097
O -1.827 3.672 3.088 -0.170
C -2.032 2.385 3.627 -0.233
C -3.253 2.337 4.536 -0.193
N -2.879 2.738 5.893 -0.064
C -4.008 2.908 6.791 -0.221
C -3.521 3.602 8.052 -0.249
O -2.953 4.846 7.788 -0.187
C -3.870 5.891 7.518 -0.097
H 0.224 3.863 3.436 0.078
H -0.492 4.888 2.190 0.092
H -0.180 3.145 1.907 0.071
H -1.156 2.057 4.197 0.104
H -2.154 1.683 2.793 0.109
H -3.619 1.309 4.581 0.105
H -4.103 2.936 4.188 0.117
H -2.332 3.590 5.860 0.109
H -4.471 1.927 6.911 0.124
H -4.744 3.603 6.355 0.105
H -2.835 2.901 8.537 0.123
H -4.340 3.703 8.779 0.119
H -4.516 6.049 8.389 0.088
H -4.494 5.750 6.636 0.083
H -3.247 6.780 7.439 0.090
C -0.887 -5.175 -1.068 -0.099
O -0.033 -5.173 0.041 -0.209
C -0.612 -4.755 1.259 -0.213
C 0.307 -5.130 2.422 -0.184
N -0.227 -4.574 3.659 -0.065
C 0.807 -4.363 4.691 -0.183
C 0.202 -3.899 5.990 -0.221
O -0.659 -4.831 6.603 -0.200
C -1.256 -4.394 7.802 -0.100
H -1.169 -4.148 -1.323 0.068
H -1.775 -5.785 -0.872 0.096
H -0.353 -5.606 -1.914 0.090
H -1.598 -5.219 1.374 0.126
H -0.718 -3.665 1.227 0.112
H 1.295 -4.715 2.209 0.115
H 0.373 -6.223 2.394 0.127
H -0.850 -5.281 4.037 0.120
H 1.532 -3.623 4.346 0.100
H 1.424 -5.267 4.774 0.129
H -0.372 -2.974 5.868 0.107
H 1.019 -3.695 6.695 0.120
H -1.819 -3.460 7.693 0.088
H -0.385 -4.175 8.438 0.088
H -1.840 -5.218 8.199 0.089
C 2.333 0.252 -0.473 -0.054
C 1.172 0.127 0.479 -0.395
C -0.108 -0.429 -0.167 -0.164
O -0.705 0.408 -1.137 -0.197
C -0.965 1.719 -0.688 -0.097
N 1.564 -0.684 1.656 0.064
H 3.273 0.261 0.086 0.072
H 2.290 1.183 -1.044 0.055
H 2.458 -0.560 -1.195 0.076
H 1.018 1.128 0.892 0.103
H -0.783 -0.668 0.666 0.114
H 0.170 -1.420 -0.540 0.119
H -1.856 1.733 -0.052 0.099
H -1.246 2.304 -1.569 0.073
H -0.112 2.281 -0.308 0.057
H 0.692 -0.912 2.146 0.032
H 1.912 -1.610 1.348 0.057
C -1.145 -0.784 3.952 -0.117
O -0.691 -1.737 2.994 -0.168
H -0.842 -1.015 4.975 0.076
H -0.758 0.176 3.613 0.049
H -2.239 -0.747 3.974 0.076
H -0.749 -2.636 3.365 0.046
```

# C5H14N2

A structure of composition C5H14N2 (ωB97M-V/def2-TZVPD, OMol25).

Multiplicity: 1
HOMO-LUMO gap: 0.3203 Ha
Energy above the lowest of the compared OMol25 structures with the same formula, charge and spin: 4.405 eV

```
21
Properties=species:S:1:pos:R:3:lowdin_charge:R:1
C -0.346 2.678 2.847 -0.065
N 0.278 0.529 0.396 0.079
C -2.088 -0.227 -1.044 -0.110
C -0.737 -0.924 -1.402 -0.212
C 0.411 -0.297 -0.677 -0.423
C 1.791 -0.740 -1.039 -0.235
N 2.075 -2.201 -0.874 -0.004
H 0.667 2.388 3.243 0.030
H -0.338 3.739 2.637 0.003
H -1.131 2.416 3.556 0.009
H -0.426 2.102 1.930 -0.042
H -1.890 0.865 -1.007 0.074
H -2.912 -0.452 -1.768 0.077
H -2.434 -0.548 -0.047 0.071
H -0.561 -0.852 -2.528 0.139
H -0.830 -1.995 -1.261 0.100
H 0.278 -0.601 0.573 0.132
H 2.520 -0.166 -0.380 0.133
H 2.008 -0.453 -2.074 0.109
H 2.399 -2.437 0.052 0.057
H 1.268 -2.825 -1.133 0.078
```

Number 1: F_max 0.76 eV/Å, energy -9182.6235 hartree. Number 2: F_max 3.86 eV/Å, energy -976.4745 hartree. Number 3: F_max 1.97 eV/Å, energy -3947.0130 hartree. Number 4: F_max 2.85 eV/Å, energy -308.2612 hartree.